Computed, not measured: a 13-piece molecular cluster, C52H104O26S6 overall, with ωB97M-V/def2-TZVPD.

* E: -173855.7935 eV
* total charge: 0

Last column: Mulliken charge in e.
Positions of all 188 atoms, in Å:
H1 16.417 19.569 11.696  0.35
S1 18.290 18.136 13.318  1.11
C1 13.911 10.132 15.572  -0.51
H2 19.796 15.222 20.453  -0.04
H3 17.018 9.092 12.646  0.50
H4 11.496 15.657 13.454  0.03
H5 16.017 10.333 11.939  -0.11
O1 12.076 19.133 19.686  -0.61
H6 18.021 16.738 17.077  -0.41
H7 16.310 11.629 17.620  -0.04
H8 18.112 14.907 18.432  -1.16
O2 16.250 15.623 16.959  -0.03
O3 15.872 12.539 12.565  -0.35
H9 12.848 22.199 16.387  0.48
C2 21.748 20.315 16.916  -0.97
O4 22.007 13.878 20.332  -0.67
H10 21.449 11.690 19.780  0.32
H11 11.769 16.670 20.231  0.04
O5 20.152 13.208 12.664  -0.82
H12 18.618 18.947 16.841  -0.15
C3 17.011 19.490 20.741  -1.02
H13 24.038 15.711 21.000  0.56
H14 11.290 10.617 14.867  0.42
H15 15.755 12.986 18.594  -0.14
C4 15.610 18.211 13.107  0.45
H16 20.265 17.101 17.760  -0.96
H17 15.542 20.456 12.827  0.55
C5 20.229 20.437 16.869  -0.28
H18 22.296 20.949 17.596  0.50
H19 17.864 13.135 14.685  0.24
H20 13.971 12.034 14.559  -0.27
C6 22.571 15.396 14.329  -1.01
C7 17.720 15.813 16.710  1.81
H21 14.789 17.831 12.409  0.31
O6 18.904 18.081 12.001  -0.89
O7 13.060 9.954 12.056  -0.53
S2 22.083 18.632 17.511  1.27
C8 22.478 17.019 21.766  -0.58
C9 23.197 16.278 20.622  -0.85
H22 17.121 23.226 18.872  0.40
H23 12.647 11.400 10.063  0.60
C10 22.070 16.448 13.400  0.26
H24 9.946 16.381 13.939  0.39
O8 17.112 10.952 13.575  -0.45
H25 13.318 16.134 16.893  0.14
H26 15.376 11.401 19.186  0.46
H27 13.245 19.498 14.040  -0.48
H28 16.315 13.984 14.594  -0.10
H29 18.186 20.385 13.448  0.86
H30 14.118 11.612 11.137  -0.71
H31 14.104 8.052 14.550  0.48
H32 9.410 15.155 20.540  0.35
H33 14.690 14.654 11.603  -0.26
C11 17.396 19.666 13.614  -0.79
H34 11.587 11.794 13.678  0.44
H35 12.173 21.632 13.650  0.40
H36 18.195 21.875 18.539  -0.10
H37 10.621 20.830 13.072  0.31
C12 12.405 19.559 13.371  0.54
C13 20.477 17.965 17.100  2.30
H38 23.062 16.707 22.659  0.38
H39 17.621 20.018 20.050  -0.12
C14 19.572 19.156 17.354  0.10
C15 20.553 16.008 20.556  0.83
H40 20.357 12.556 18.730  -0.09
O9 10.566 17.795 18.879  -0.25
O10 18.057 17.694 19.693  -0.08
H41 15.982 19.837 20.961  0.39
H42 10.275 17.408 20.862  0.40
C16 17.021 10.125 12.372  0.12
H43 13.862 15.660 10.438  0.63
C17 17.809 22.777 18.159  -0.99
H44 9.145 15.959 18.989  0.33
H45 23.018 15.722 15.260  0.38
H46 11.355 19.425 16.903  -0.51
H47 20.419 16.966 22.507  0.42
H48 19.386 19.198 18.438  0.17
H49 21.441 17.109 13.957  -0.55
C18 14.886 21.766 16.343  0.45
C19 10.738 19.827 17.741  -0.10
H50 12.765 19.556 12.382  0.51
H51 15.934 13.907 9.713  0.27
H52 13.612 12.684 8.245  0.31
H53 13.684 17.256 18.210  0.14
C20 9.888 15.628 19.671  -1.14
H54 14.814 9.447 13.756  -0.41
H55 16.411 15.496 19.690  -0.53
C21 13.538 12.052 10.281  0.44
C22 14.285 12.561 9.090  -1.02
H56 18.628 23.466 17.964  0.37
C23 13.452 21.363 16.740  0.14
C24 21.365 14.450 14.626  0.81
O11 15.776 22.005 17.253  -0.30
H57 19.845 21.283 17.460  0.12
H58 21.710 13.443 14.814  0.64
H59 11.210 20.864 14.830  0.05
C25 10.709 16.906 20.010  0.00
S3 20.247 14.534 13.274  1.18
H60 18.110 13.743 17.053  0.23
H61 19.558 14.820 17.285  -1.07
H62 22.886 16.957 12.942  0.56
C26 15.178 15.129 21.517  -1.65
H63 20.626 17.720 16.064  -0.95
C27 17.043 22.554 16.881  0.39
H64 13.167 20.530 16.127  -0.53
C28 18.117 10.483 11.462  -1.31
C29 11.548 20.742 13.748  -1.10
H65 15.080 11.900 8.763  0.40
C30 12.080 11.046 14.254  -0.98
O12 18.999 15.159 13.680  -0.31
C31 16.820 13.026 14.674  0.50
H66 14.726 14.731 8.562  0.34
O13 15.698 17.806 16.705  -0.39
H67 19.051 10.647 12.014  0.28
C32 17.107 18.067 20.373  0.79
C33 20.617 11.517 19.097  -0.60
C34 16.348 15.817 20.774  1.04
H68 19.832 20.672 15.878  0.10
C35 11.735 17.514 14.450  0.70
H69 22.184 20.380 15.941  0.41
H70 17.177 19.751 14.709  -0.24
C36 14.144 14.610 10.656  -0.08
O14 18.172 10.972 19.310  -0.40
C37 16.168 12.007 18.613  -0.28
H71 13.328 21.241 17.839  0.31
O15 12.216 17.914 15.492  -0.19
H72 20.484 16.355 11.833  0.48
S4 21.943 15.225 19.827  0.85
O16 15.198 21.830 15.163  -0.70
O17 11.702 13.945 9.910  -0.75
H73 18.238 9.723 10.708  0.48
H74 17.909 11.408 10.931  0.20
H75 14.976 15.725 22.386  0.48
H76 17.335 15.538 21.152  0.18
O18 11.524 8.532 13.300  -0.76
H77 15.486 14.173 21.846  0.39
H78 12.931 11.986 15.966  0.39
H79 14.916 10.368 16.001  0.00
C38 14.058 16.405 17.683  -0.89
H80 15.315 18.298 14.148  -0.47
O19 11.727 18.235 13.351  -0.38
H81 21.658 15.084 11.609  0.50
H82 11.114 15.620 15.190  0.23
H83 19.622 9.870 20.069  0.27
H84 20.917 10.923 18.269  0.42
C39 16.129 19.572 12.750  -1.23
O20 17.727 12.975 20.238  -0.49
C40 21.111 16.339 21.968  -1.11
H85 19.395 11.432 20.924  0.34
S5 12.561 9.523 13.305  0.95
C41 10.979 16.210 14.281  -0.90
H86 21.232 15.399 22.511  0.46
H87 23.453 16.916 19.812  0.25
H88 16.824 23.427 16.282  0.45
C42 14.896 13.987 9.447  -0.65
C43 13.265 11.452 15.059  0.19
C44 16.775 17.251 13.161  -0.39
H89 22.407 18.080 21.652  0.34
H90 20.390 16.950 20.050  -0.46
H91 16.978 16.684 12.277  0.71
O21 12.444 13.638 12.286  -0.48
H92 9.654 19.647 17.491  0.39
H93 16.588 12.537 15.636  -0.52
C45 13.984 9.178 14.371  0.07
O22 21.871 15.465 18.411  -0.36
O23 19.046 17.858 14.497  -0.26
H94 10.483 14.892 19.163  0.27
H95 20.796 14.766 15.480  -1.28
C46 17.463 12.098 19.474  0.57
H96 17.496 21.836 16.214  -0.24
H97 14.288 15.056 20.919  0.25
C47 19.503 10.940 19.951  -0.41
H98 23.387 14.851 13.889  0.39
C48 16.506 12.120 13.489  0.26
H99 10.907 20.884 17.969  0.36
S6 12.731 13.594 10.873  1.10
C49 15.408 16.691 17.086  0.48
O24 16.139 17.233 20.913  -0.35
O25 23.136 17.970 16.735  -0.79
H100 17.947 15.788 15.644  -0.68
C50 18.460 14.712 17.395  1.60
H101 17.565 19.631 21.700  0.34
O26 22.283 18.751 18.934  -0.73
C51 21.126 15.703 12.342  -1.21
C52 11.228 18.919 18.878  0.57
H102 16.715 16.419 13.878  -0.44
H103 13.306 9.674 16.377  0.45
H104 14.126 15.543 18.386  0.16